1.
The following is a quantum chemistry calculation of 18 unconnected molecules or ions with the total composition C18H72N36O18 in a non-equilibrium geometry, from the Open Molecules 2025 dataset.

* LUMO level: -1.1 eV
* ΔE to the lowest compared entry with this formula, charge and spin: 1475.0 kJ/mol
* E_HOMO: -0.307 hartree

Geometry as XYZ:
```
144
Properties=species:S:1:pos:R:3:forces:R:3:mulliken_charge:R:1
C -0.422 0.500 -3.538 2.53 -1.18 0.39 0.163
O -0.849 1.246 -2.671 -0.45 1.46 0.38 -0.674
N 0.848 0.164 -3.701 2.50 1.70 1.70 -0.296
N -1.079 -0.195 -4.384 -5.22 -1.78 -2.91 -0.305
H 1.427 0.813 -3.189 1.18 -0.71 0.09 0.222
H 1.165 -0.625 -4.247 0.33 0.60 0.30 0.138
H -0.661 -0.994 -4.839 -0.41 0.37 -0.03 0.145
H -2.076 -0.046 -4.443 0.02 -0.53 -0.01 0.279
C -1.906 5.902 0.888 -4.59 2.95 -2.49 0.619
O -2.901 6.105 0.214 -1.88 -0.65 -0.48 -0.753
N -0.811 5.514 0.390 5.62 -3.10 -1.93 0.141
N -1.735 6.406 2.074 0.67 0.44 3.96 -0.298
H -0.663 5.213 -0.563 -0.49 0.15 0.26 -0.142
H -0.094 5.341 1.080 0.42 -0.39 -0.92 0.240
H -0.792 6.190 2.362 -0.55 0.88 1.48 0.108
H -2.449 6.902 2.589 0.40 -0.37 -0.14 0.207
C -2.912 1.940 4.212 -1.79 -0.44 2.12 0.627
O -3.621 2.365 5.126 0.47 0.01 0.00 -0.771
N -2.148 0.850 4.285 1.64 -2.01 0.99 0.010
N -2.913 2.414 2.995 0.27 1.80 -2.85 0.001
H -1.503 0.602 3.548 -0.25 -0.12 0.19 -0.199
H -2.180 0.219 5.073 -0.03 0.46 -0.11 0.175
H -2.431 1.863 2.299 -0.45 0.56 -0.38 -0.132
H -3.558 3.145 2.734 0.20 -0.22 -0.12 0.192
C 1.504 -3.551 1.909 1.68 -0.65 1.82 -0.979
O 1.024 -2.969 1.025 -3.12 4.45 -5.64 0.842
N 2.755 -3.835 1.982 2.72 -1.27 0.50 -0.103
N 0.782 -3.902 2.922 -2.84 -2.47 4.20 -0.306
H 3.409 -3.312 1.416 0.52 -0.68 -0.12 0.267
H 2.909 -4.550 2.679 1.48 0.63 -0.13 0.186
H -0.108 -3.445 3.062 -0.45 -0.05 -0.32 0.100
H 0.861 -4.870 3.198 -0.09 0.31 0.66 0.229
C 2.889 -2.263 -1.900 2.14 0.60 1.20 0.453
O 3.860 -1.953 -1.247 1.10 0.40 0.87 -0.841
N 1.774 -2.700 -1.474 -5.34 -1.54 2.06 1.343
N 2.859 -2.277 -3.218 1.52 0.39 -3.95 -0.405
H 1.493 -2.862 -0.517 0.52 0.43 0.01 -0.773
H 1.066 -2.789 -2.189 -0.32 -0.38 0.54 -0.233
H 2.106 -2.862 -3.551 0.51 -0.30 -0.70 0.179
H 3.797 -2.559 -3.466 -0.04 0.15 -1.06 0.285
C -2.723 -5.910 0.301 2.63 -2.38 2.29 0.458
O -3.371 -5.055 -0.159 -2.88 3.57 -2.53 -0.558
N -3.001 -7.162 0.382 -3.63 -5.43 -1.23 -0.451
N -1.576 -5.748 0.906 3.39 3.04 1.02 -0.137
H -2.487 -7.867 0.890 -0.14 0.49 -0.15 0.139
H -3.878 -7.453 -0.026 0.10 -0.23 0.20 0.269
H -0.955 -6.490 1.193 -0.24 0.53 -0.22 0.286
H -1.290 -4.792 0.747 1.08 0.03 0.77 -0.164
C 3.181 3.042 -1.043 -3.08 -2.95 0.44 0.366
O 2.785 2.261 -1.889 -1.12 -0.99 -0.29 -0.678
N 4.099 3.856 -1.263 6.31 4.68 -2.95 -0.197
N 2.748 3.268 0.186 -2.77 -0.89 2.98 0.302
H 4.387 4.530 -0.568 0.35 -0.14 -0.71 0.141
H 4.568 3.729 -2.148 0.35 0.48 0.30 0.287
H 3.268 3.838 0.838 -0.35 -0.42 -0.24 0.186
H 1.936 2.786 0.544 0.40 0.02 0.11 -0.904
C -2.431 -2.192 1.822 6.58 -0.46 0.67 0.214
O -1.733 -1.915 2.808 -0.15 0.89 1.06 -0.920
N -3.638 -2.452 1.786 -7.84 -0.07 2.47 -0.200
N -1.840 -2.492 0.701 2.47 -0.71 -3.71 1.526
H -4.178 -2.752 0.986 0.00 0.37 0.13 0.093
H -4.051 -2.107 2.641 -1.05 -0.38 -0.22 0.340
H -2.353 -2.997 -0.008 0.25 0.39 -0.17 -0.269
H -0.830 -2.520 0.704 -0.10 0.04 -0.08 -0.690
C 1.324 4.069 3.296 1.12 0.46 3.62 0.258
O 0.965 4.480 2.260 -1.79 1.21 -4.89 -0.554
N 2.603 4.010 3.638 1.99 -0.63 0.47 -0.225
N 0.552 3.837 4.352 -1.92 -0.40 1.07 -0.383
H 3.306 4.393 3.023 0.00 -0.41 0.59 0.239
H 2.746 3.546 4.524 1.34 0.37 -0.47 0.281
H 0.963 3.654 5.256 -0.63 0.19 -0.13 0.333
H -0.450 3.816 4.225 0.07 -0.17 0.22 0.090
C -3.705 1.978 -0.960 3.33 -0.93 -2.47 0.345
O -4.551 2.204 -0.218 -5.90 1.55 4.79 -0.669
N -3.043 2.817 -1.709 1.22 3.06 -1.65 -0.119
N -3.186 0.783 -1.168 0.61 -4.34 0.23 0.299
H -3.256 3.802 -1.651 0.42 -0.02 -0.21 0.196
H -2.281 2.378 -2.206 -0.08 1.32 -0.42 0.384
H -2.457 0.683 -1.860 -0.48 -0.53 0.15 0.042
H -3.723 -0.028 -0.899 0.43 0.25 -0.08 -0.276
C -4.818 -2.122 -1.755 1.15 -0.09 -0.23 0.584
O -3.711 -1.855 -2.197 0.73 -0.77 0.15 -0.552
N -5.132 -3.119 -0.898 0.70 -1.27 0.92 -0.480
N -5.875 -1.420 -2.028 -3.71 2.44 -1.01 -0.361
H -6.094 -3.419 -0.825 0.34 -0.06 -0.01 0.191
H -4.409 -3.812 -0.765 -0.37 -0.32 -0.09 0.319
H -5.894 -0.556 -2.550 0.57 -0.24 0.06 0.291
H -6.745 -1.628 -1.558 0.22 0.19 -0.12 0.110
C 0.303 0.806 0.672 -2.18 0.78 -4.41 0.782
O 0.948 0.764 1.639 3.44 0.36 6.08 0.949
N -0.380 1.840 0.184 -0.57 3.26 1.40 0.637
N 0.250 -0.128 -0.200 -0.36 -3.76 -2.50 0.592
H -0.026 2.705 0.565 -0.80 0.49 -0.18 -0.332
H -0.672 1.819 -0.783 0.12 0.45 0.17 -0.122
H -0.381 0.147 -0.940 0.33 -1.55 -0.52 -0.580
H 0.595 -1.057 -0.005 -0.19 0.23 -0.31 -0.826
C 1.299 6.933 -1.343 -1.69 6.53 0.09 0.566
O 1.001 8.124 -1.336 -0.91 0.56 -0.53 -0.760
N 0.787 6.048 -2.138 -1.11 -2.41 -2.38 -0.182
N 2.191 6.531 -0.535 3.75 -3.01 2.94 -0.414
H 1.484 5.333 -2.291 -0.69 -0.53 -1.03 0.191
H 0.301 6.506 -2.896 -0.01 -0.61 -0.27 0.063
H 2.258 5.524 -0.591 0.71 0.00 1.44 0.259
H 2.409 7.105 0.266 0.00 -0.43 -0.19 0.271
C 4.710 -0.268 1.783 4.02 -0.98 1.93 0.525
O 5.776 -0.749 1.446 1.76 -0.14 -0.42 -0.774
N 4.493 0.283 2.945 1.29 2.07 3.54 -0.252
N 3.662 -0.358 1.140 -7.28 -1.71 -6.21 0.308
H 3.549 0.456 3.260 0.59 0.44 0.40 0.289
H 5.365 0.636 3.312 -0.67 0.13 0.97 0.210
H 3.673 -0.956 0.326 0.19 0.02 -0.51 -0.084
H 2.757 0.056 1.317 0.36 0.23 0.45 -0.290
C -0.186 -5.127 -3.531 4.94 3.42 -1.19 0.785
O 0.210 -3.976 -3.734 0.00 0.52 -0.86 -0.755
N 0.525 -6.205 -3.673 3.80 -3.62 -1.87 -0.427
N -1.226 -5.432 -2.936 -7.65 -0.72 3.55 -0.233
H 1.361 -6.243 -4.240 -0.17 0.21 0.24 0.216
H 0.182 -7.084 -3.314 0.44 0.21 -0.35 0.092
H -1.853 -4.689 -2.663 -0.35 -0.44 0.12 0.093
H -1.414 -6.422 -2.863 -0.99 0.72 0.37 0.117
C -1.387 5.414 -4.807 -3.68 -0.80 1.65 0.671
O -2.528 5.148 -4.446 -1.12 0.86 -0.69 -0.706
N -0.470 4.574 -4.504 3.10 -3.50 1.00 -0.319
N -0.917 6.462 -5.383 0.30 3.70 -1.86 -0.372
H -0.949 3.730 -4.223 1.33 -0.61 0.28 0.077
H 0.484 4.770 -4.769 -0.12 -1.21 0.27 0.191
H -1.596 7.174 -5.612 0.79 0.30 -0.22 0.247
H 0.075 6.429 -5.573 -0.57 1.07 -0.51 0.178
C 3.127 -6.307 -0.250 5.95 0.23 -2.78 0.465
O 3.974 -5.508 -0.574 1.26 1.16 0.16 -0.614
N 3.297 -7.601 -0.351 0.92 -5.31 0.07 -0.388
N 1.949 -6.017 0.011 -8.76 2.60 2.57 -0.051
H 4.175 -8.078 -0.497 0.01 0.78 0.00 0.248
H 2.510 -8.234 -0.354 0.17 0.26 0.07 0.106
H 1.369 -6.662 0.530 0.09 0.17 -0.23 0.278
H 1.652 -5.052 0.041 0.26 -0.10 -0.18 -0.286
C 1.644 -0.061 4.991 2.67 4.99 3.76 0.511
O 2.046 -0.084 6.164 -0.97 -0.11 -0.47 -0.787
N 1.619 -1.024 4.184 -0.61 -6.99 -2.86 0.132
N 1.521 1.052 4.229 -0.27 1.37 0.90 0.307
H 1.892 -1.926 4.550 -0.39 -0.04 -0.31 0.141
H 1.071 -0.949 3.339 0.12 -0.48 0.00 -0.311
H 1.585 1.978 4.626 -0.39 -0.96 -0.45 -0.407
H 1.422 0.811 3.253 -0.26 1.60 -0.02 0.050
```
Positions in Å, forces in eV/Å.

---

2.
The following is a quantum chemistry calculation of a molecular structure, C4H5MgOTl in a non-equilibrium geometry, from the Open Molecules 2025 dataset.

* LUMO level: -9.4 eV
* E_HOMO: -0.588 hartree
* net charge: +2

Geometry as XYZ:
```
12
Properties=species:S:1:pos:R:3:forces:R:3:mulliken_charge:R:1
C 0.658 -0.986 -1.921 -0.16 0.35 -0.43 -0.459
C 0.655 -0.122 -2.795 0.20 -1.23 0.88 -0.322
H 0.704 0.618 -3.578 -0.07 -0.27 0.24 0.419
C -0.012 1.013 0.079 -3.15 0.90 3.03 -1.126
C -0.487 0.221 1.228 4.03 0.51 1.26 0.479
O -0.302 -1.039 1.319 -0.73 0.58 -0.52 -0.301
Mg 0.438 -2.133 -0.225 0.17 0.94 -1.61 0.946
H -0.128 2.092 0.270 -0.19 -0.30 0.52 0.390
H 1.085 0.908 0.059 -0.53 -1.01 -2.16 0.434
H -1.152 0.816 -0.285 2.31 -0.01 -2.01 0.323
H -0.559 0.770 2.181 -1.62 -0.23 -0.03 0.342
Tl -0.900 -2.158 3.668 -0.26 -0.22 0.80 0.872
```
Positions in Å, forces in eV/Å.

---

3.
The following is a quantum chemistry calculation of a molecular structure, C27H26IrN5OPS, from the Open Molecules 2025 dataset.

* LUMO level: -10.5 eV
* ΔE to the lowest compared entry with this formula, charge and spin: 81.3 kJ/mol
* E_HOMO: -0.627 hartree
* net charge: +3

Geometry as XYZ:
```
62
Properties=species:S:1:pos:R:3:forces:R:3:mulliken_charge:R:1
Ir 0.013 -0.464 -0.106 0.28 0.54 0.43 1.039
C 3.541 0.252 -2.546 -0.05 -0.08 -0.03 -1.795
C 2.182 0.186 -1.943 -0.07 -0.10 0.15 1.323
N 1.921 -0.370 -0.805 -0.02 -0.16 -0.24 0.253
N 2.918 -0.839 0.035 -0.12 0.10 0.02 -0.349
C 2.681 -0.712 1.358 -0.09 0.10 -0.06 0.823
N 3.650 -0.905 2.228 0.02 0.01 -0.03 -0.367
S 1.109 -0.260 1.889 -0.03 -0.21 0.02 -0.489
C 1.012 0.862 -2.559 0.14 0.18 0.14 0.236
C 1.099 1.554 -3.746 -0.08 -0.06 0.06 -0.638
C 0.011 2.329 -4.158 -0.05 -0.04 0.04 -0.546
C -1.117 2.381 -3.365 -0.01 0.00 -0.04 -0.908
C -1.145 1.644 -2.185 -0.04 -0.05 -0.01 0.082
N -0.109 0.911 -1.782 0.00 -0.34 -0.25 -0.307
H 4.151 -0.606 -2.268 0.05 0.02 -0.03 0.499
H 4.053 1.172 -2.251 -0.02 0.01 0.04 0.321
H 3.471 0.248 -3.631 0.03 -0.01 0.01 0.470
H 3.836 -1.020 -0.347 0.05 0.02 0.03 0.247
H 4.621 -0.991 1.963 0.00 0.00 0.00 0.224
H 3.449 -0.871 3.219 -0.01 -0.03 0.00 0.254
H 1.992 1.515 -4.351 0.00 0.02 0.00 0.324
H 0.063 2.886 -5.084 -0.01 0.01 0.00 0.498
H -1.976 2.976 -3.642 0.00 0.01 0.00 0.440
H -2.011 1.648 -1.538 0.00 0.03 0.00 0.517
O -1.999 1.118 1.005 0.02 -0.02 -0.04 -0.406
N -1.898 -0.197 0.586 0.04 -0.14 0.02 0.374
C -2.922 -0.954 0.668 0.00 0.09 -0.02 0.307
C -2.990 -2.349 0.266 -0.04 -0.01 0.06 0.492
C -4.278 -2.884 0.204 0.03 -0.02 0.00 -1.146
C -4.484 -4.202 -0.171 0.00 0.01 0.00 -0.827
C -3.395 -5.005 -0.468 0.00 -0.01 0.00 -0.838
C -2.106 -4.493 -0.380 0.00 -0.01 -0.01 -0.485
C -1.885 -3.167 -0.023 0.01 0.01 0.01 0.556
P -0.149 -2.708 0.218 0.01 0.04 -0.26 0.524
C 0.352 -3.575 1.708 -0.03 -0.03 -0.03 1.383
C -0.107 -3.099 2.940 -0.03 0.06 0.02 -0.660
C 0.079 -3.847 4.088 -0.01 0.02 0.00 -0.868
C 0.711 -5.084 4.017 0.02 -0.02 -0.02 -0.633
C 1.139 -5.579 2.794 -0.02 0.01 0.03 -0.769
C 0.956 -4.835 1.638 -0.03 0.03 -0.04 -0.496
C 0.741 -3.282 -1.239 -0.03 -0.02 0.01 0.511
C 0.084 -3.193 -2.472 -0.01 0.00 0.00 -0.760
C 0.766 -3.468 -3.648 0.01 0.00 0.01 -0.879
C 2.105 -3.833 -3.603 0.00 -0.01 -0.02 -0.673
C 2.765 -3.925 -2.382 0.00 -0.01 0.01 -1.013
C 2.092 -3.644 -1.204 -0.03 0.03 0.03 -0.336
H -2.847 1.242 1.467 0.00 0.03 0.01 0.368
H -3.842 -0.515 1.051 0.00 0.00 0.00 0.542
H -5.129 -2.261 0.452 0.00 0.01 -0.01 0.445
H -5.488 -4.600 -0.218 0.00 0.00 -0.01 0.456
H -3.542 -6.036 -0.760 0.00 -0.01 0.01 0.474
H -1.268 -5.146 -0.590 0.00 0.00 0.00 0.455
H -0.628 -2.150 3.009 0.02 -0.04 0.00 0.343
H -0.280 -3.475 5.038 0.00 0.00 0.01 0.479
H 0.851 -5.670 4.915 0.00 0.00 0.00 0.438
H 1.599 -6.556 2.734 0.02 0.01 0.00 0.475
H 1.251 -5.263 0.691 0.04 0.01 -0.06 0.441
H -0.970 -2.944 -2.515 0.00 0.03 0.00 0.446
H 0.246 -3.422 -4.596 -0.01 0.00 0.00 0.523
H 2.629 -4.073 -4.519 0.00 0.00 0.00 0.487
H 3.798 -4.244 -2.350 0.00 0.00 0.00 0.542
H 2.612 -3.733 -0.260 0.01 0.00 0.05 0.577
```
Positions in Å, forces in eV/Å.